Run one
2 unconnected molecules or ions with the total composition C4H9O2S. Source: the Open Molecules 2025 dataset; level of theory: ωB97M-V/def2-TZVPD.

Properties
**Net charge**: -1
**LUMO energy (spin up / spin down)**: 0.1380 / 0.1411 Ha
**HOMO (spin up / spin down)**: -1.82 / -3.02 eV
**HOMO-LUMO gap (spin up / spin down)**: 5.57 / 6.86 eV

CARTESIAN COORDINATES (ANGSTROEM)
C (-0.63, 1.42, -0.60)
C (-0.91, -1.18, -0.90)
C (-0.40, -0.14, 1.38)
C (-0.34, 0.00, -0.11)
O (2.83, -0.51, 1.27)
O (3.16, 0.12, -1.14)
S (2.48, 0.45, 0.16)
H (-1.37, 2.07, -0.10)
H (0.42, 1.84, -0.59)
H (-0.81, 1.22, -1.67)
H (-0.16, -1.89, -1.52)
H (-1.85, -0.93, -1.28)
H (-1.12, -1.95, -0.15)
H (0.23, -0.94, 1.61)
H (-0.06, 0.73, 1.92)
H (-1.47, -0.31, 1.73)

Run two
A molecular structure, C4H9O2S. Source: the Open Molecules 2025 dataset; level of theory: ωB97M-V/def2-TZVPD.

Properties
**Net charge**: -1
**LUMO energy**: 0.1421 Ha
**HOMO**: -3.71 eV
**HOMO-LUMO gap**: 7.58 eV

CARTESIAN COORDINATES (ANGSTROEM)
C (1.15, -1.69, -1.55)
C (1.63, -1.47, -0.11)
S (0.36, -1.98, 1.10)
H (0.30, -1.03, -1.74)
H (0.77, -2.72, -1.59)
H (1.94, -1.60, -2.30)
H (1.87, -0.42, 0.08)
H (2.53, -2.05, 0.12)
O (0.36, 1.75, 0.73)
C (-0.80, 1.40, 0.59)
O (-1.20, 0.25, 0.16)
C (-1.92, 2.39, 0.92)
H (-0.47, -0.70, 0.64)
H (-2.87, 1.96, 0.61)
H (-1.71, 3.30, 0.35)
H (-1.94, 2.62, 1.98)

Stability verdict: run two, ahead by 77.0 kcal/mol

Run one
A single C4H7FN2 molecule. Source: the Open Molecules 2025 dataset; level of theory: ωB97M-V/def2-TZVPD.

Properties
**LUMO energy**: 0.0384 Ha
**SMILES**: CN1CN=C[C@H]1F
**HOMO**: -9.14 eV
**HOMO-LUMO gap**: 10.19 eV

CARTESIAN COORDINATES (ANGSTROEM)
C (0.49, -1.51, 0.71)
N (-0.39, -0.42, 0.37)
C (-0.79, -0.33, -1.02)
N (-0.76, 1.03, -1.45)
C (-0.20, 1.77, -0.60)
C (0.31, 1.09, 0.63)
F (-0.15, 1.59, 1.80)
H (0.80, -1.40, 1.75)
H (-0.09, -2.43, 0.62)
H (1.38, -1.58, 0.07)
H (-1.80, -0.71, -1.16)
H (-0.12, -0.91, -1.69)
H (-0.10, 2.83, -0.74)
H (1.40, 0.99, 0.71)

Run two
A single C4H7FN2 molecule. Source: the Open Molecules 2025 dataset; level of theory: ωB97M-V/def2-TZVPD.

Properties
**LUMO energy**: 0.0315 Ha
**SMILES**: [H]/N=C(\C)N/C=C\F
**HOMO**: -8.24 eV
**HOMO-LUMO gap**: 9.10 eV

CARTESIAN COORDINATES (ANGSTROEM)
H (-2.19, 1.55, -0.05)
N (-1.18, 1.39, -0.10)
C (-0.98, 0.12, -0.05)
C (-1.89, -1.07, 0.05)
N (0.37, -0.19, -0.17)
C (1.36, 0.75, 0.00)
C (2.63, 0.46, 0.03)
F (3.13, -0.77, -0.06)
H (-2.63, -1.11, -0.75)
H (-1.26, -1.97, -0.03)
H (-2.46, -1.05, 0.98)
H (0.67, -1.14, -0.18)
H (1.07, 1.75, 0.17)
H (3.37, 1.27, 0.15)

Stability verdict: run two, ahead by 13.5 kcal/mol

Run one
A single C18H21N3O3 molecule. Source: the Open Molecules 2025 dataset; level of theory: ωB97M-V/def2-TZVPD.

Properties
**LUMO energy**: -0.0174 Ha
**SMILES**: O=[N+]([O-])c1ccc([C@H](O)CN2CCN(c3ccccc3)CC2)cc1
**HOMO**: -7.83 eV
**HOMO-LUMO gap**: 7.36 eV

CARTESIAN COORDINATES (ANGSTROEM)
O (3.44, 3.37, -1.00)
N (3.93, 2.63, -0.18)
O (4.78, 2.96, 0.63)
C (3.48, 1.26, -0.16)
C (2.51, 0.85, -1.06)
C (2.08, -0.46, -1.03)
C (2.62, -1.36, -0.12)
C (2.09, -2.77, -0.05)
O (1.68, -3.27, -1.31)
C (0.87, -2.78, 0.90)
N (-0.08, -1.75, 0.56)
C (-0.73, -1.14, 1.70)
C (-1.53, 0.08, 1.24)
N (-2.51, -0.34, 0.27)
C (-3.67, 0.40, 0.07)
C (-4.73, -0.16, -0.64)
C (-5.92, 0.52, -0.81)
C (-6.10, 1.78, -0.25)
C (-5.06, 2.34, 0.47)
C (-3.86, 1.67, 0.63)
C (-1.87, -0.96, -0.87)
C (-1.07, -2.17, -0.40)
C (3.59, -0.93, 0.78)
C (4.03, 0.38, 0.76)
H (2.10, 1.56, -1.76)
H (1.33, -0.81, -1.72)
H (2.86, -3.44, 0.38)
H (2.42, -3.22, -1.92)
H (1.25, -2.61, 1.91)
H (0.42, -3.79, 0.86)
H (0.03, -0.81, 2.42)
H (-1.41, -1.84, 2.21)
H (-2.04, 0.51, 2.11)
H (-0.83, 0.83, 0.83)
H (-4.63, -1.15, -1.06)
H (-6.73, 0.06, -1.36)
H (-7.03, 2.31, -0.37)
H (-5.18, 3.32, 0.91)
H (-3.07, 2.15, 1.18)
H (-2.61, -1.26, -1.60)
H (-1.17, -0.25, -1.35)
H (-0.56, -2.64, -1.24)
H (-1.76, -2.91, 0.04)
H (4.01, -1.63, 1.49)
H (4.79, 0.73, 1.45)

Run two
A single C18H21N3O3 molecule. Source: the Open Molecules 2025 dataset; level of theory: ωB97M-V/def2-TZVPD.

Properties
**LUMO energy**: 0.0150 Ha
**SMILES**: Cc1ccc(OCC(=O)NCCCNC(=O)c2cccnc2)cc1
**HOMO**: -8.31 eV
**HOMO-LUMO gap**: 8.72 eV

CARTESIAN COORDINATES (ANGSTROEM)
C (2.36, 3.84, 1.21)
C (2.35, 2.65, 0.31)
C (1.61, 2.67, -0.88)
C (1.60, 1.59, -1.72)
C (2.32, 0.43, -1.41)
O (2.22, -0.59, -2.30)
C (2.83, -1.82, -1.98)
C (2.26, -2.51, -0.74)
O (2.91, -3.32, -0.10)
N (0.99, -2.17, -0.46)
C (0.31, -2.66, 0.71)
C (0.46, -1.71, 1.91)
C (0.00, -0.28, 1.60)
N (-1.39, -0.21, 1.21)
C (-1.78, -0.17, -0.08)
O (-0.99, -0.18, -1.01)
C (-3.25, -0.07, -0.30)
C (-4.19, -0.71, 0.50)
C (-5.54, -0.57, 0.20)
C (-5.88, 0.22, -0.89)
N (-5.00, 0.83, -1.66)
C (-3.72, 0.68, -1.38)
C (3.05, 0.40, -0.23)
C (3.06, 1.50, 0.61)
H (2.93, 4.65, 0.76)
H (1.35, 4.21, 1.39)
H (2.81, 3.60, 2.17)
H (1.04, 3.55, -1.13)
H (1.02, 1.59, -2.64)
H (3.92, -1.72, -1.86)
H (2.65, -2.47, -2.85)
H (0.52, -1.44, -1.00)
H (0.74, -3.63, 0.96)
H (-0.75, -2.79, 0.46)
H (1.51, -1.68, 2.19)
H (-0.11, -2.12, 2.75)
H (0.59, 0.13, 0.78)
H (0.15, 0.35, 2.48)
H (-2.09, -0.22, 1.94)
H (-3.89, -1.35, 1.32)
H (-6.29, -1.05, 0.79)
H (-6.92, 0.37, -1.17)
H (-3.02, 1.18, -2.03)
H (3.62, -0.48, 0.05)
H (3.64, 1.46, 1.52)

Stability verdict: run two, ahead by 94.5 kcal/mol